# 1
The following is a DFT calculation (ωB97M-V with the def2-TZVPD basis set) of one molecule with the formula C5H9NO2.

```
17
Properties=species:S:1:pos:R:3:forces:R:3:mulliken_charge:R:1
C -2.001 -0.206 -0.014 0.3631 0.0886 -0.0967 0.49
C -0.992 1.053 0.025 -1.2149 -1.0534 0.1761 -0.76
C 0.500 0.861 0.222 0.7257 1.2106 -1.6901 0.34
C 0.914 -0.365 1.085 0.2620 1.2737 -0.8361 -0.76
C 1.137 0.104 -0.986 -0.5368 -0.1145 1.4772 -0.70
H -0.624 -1.648 -0.285 -0.2084 0.9698 0.3437 0.44
H -1.278 1.542 -0.919 0.5424 0.0709 0.2262 0.30
H -1.376 1.698 0.816 -0.2274 -0.1518 0.0153 0.33
H 1.049 1.840 0.263 -0.8238 -0.7410 0.9382 0.37
H 0.197 -0.742 1.770 -0.7540 -0.2979 0.7171 0.31
H 1.864 -0.229 1.583 0.3884 0.0257 0.0907 0.32
H 1.646 -1.812 -0.257 0.7728 -0.6825 -0.0967 0.21
H 0.606 0.117 -1.912 -0.3368 -0.0275 -0.7218 0.29
H 2.169 0.349 -1.102 0.8168 0.3841 -0.3356 0.35
N 0.973 -1.089 -0.174 -0.0506 -1.5505 -0.2533 -0.43
O -1.599 -1.488 -0.107 -0.0605 0.2168 -0.1298 -0.54
O -3.184 0.016 -0.006 0.3421 0.3788 0.1757 -0.57
```
Positions in Å, forces in eV/Å.

Results
HOMO: -9.602 eV
Net charge: 0
LUMO: 0.67 eV
SMILES string: O=C(O)CC1CNC1

---

# 2
The following is a DFT calculation (ωB97M-V with the def2-TZVPD basis set) of one molecule with the formula C5H9NO2.

```
17
Properties=species:S:1:pos:R:3:forces:R:3:mulliken_charge:R:1
C 1.939 -0.853 -0.260 -0.0563 0.4783 1.6271 -1.28
C 0.553 -0.150 0.011 1.6478 1.1982 1.6826 1.19
C 0.542 1.325 -0.458 -1.6799 0.5479 0.1327 -1.30
C -0.647 -0.936 0.220 -1.3760 -2.2964 0.7166 0.01
C -2.026 -0.417 -0.057 -2.8461 -2.1543 -0.3912 0.23
H 1.995 -1.895 0.145 -0.3828 0.9815 -0.0690 0.35
H 2.168 -0.945 -1.305 -0.0091 0.2734 -0.6237 0.37
H 2.771 -0.246 0.255 -1.3078 -0.8423 -0.8133 0.27
H 0.772 1.323 -1.500 1.1240 0.1776 -0.6972 0.40
H 1.146 1.986 0.169 0.6430 -0.5213 -0.3619 0.33
H -0.392 1.978 -0.523 0.3659 -1.5998 0.6500 0.27
H -0.481 0.315 1.880 0.4837 -0.2620 -0.8487 0.30
H -0.618 -2.056 0.203 0.0293 1.1304 -0.6149 0.37
H -2.473 1.250 -0.157 -0.7821 0.8193 0.9290 0.31
N 0.048 -0.451 1.427 0.1635 0.4261 -1.0329 -0.80
O -2.343 0.710 0.647 0.8315 0.9424 -1.1142 -0.45
O -2.952 -0.939 -0.695 3.1515 0.7010 0.8289 -0.56
```
Positions in Å, forces in eV/Å.

Results
HOMO: -9.935 eV
Net charge: 0
LUMO: 0.59 eV
SMILES string: CC1(C)N[C@H]1C(=O)O

---

# 3
The following is a DFT calculation (ωB97M-V with the def2-TZVPD basis set) of one molecule with the formula C5H9NO2.

```
17
Properties=species:S:1:pos:R:3:forces:R:3:mulliken_charge:R:1
C -0.209 0.760 1.905 0.1029 -0.0366 -0.2208 -1.24
C 0.497 1.021 0.583 -0.2161 0.2809 0.4636 0.12
O 1.148 -1.316 0.660 -0.3848 -0.1208 0.0510 -0.44
N 1.162 -0.117 -0.082 0.0115 -0.1678 -1.3366 -0.11
H 2.059 -1.639 0.644 -0.1607 0.2857 -0.1386 0.36
H 1.201 1.854 0.683 -0.1077 0.0440 0.0184 0.28
H 0.518 0.559 2.688 -0.0209 -0.0573 0.0444 0.35
H -0.789 1.639 2.177 -0.0327 0.0752 0.0002 0.34
H -0.880 -0.090 1.816 -0.0521 -0.0684 0.0952 0.29
C -0.779 -1.229 -1.491 0.2153 0.0820 0.2381 -1.23
C 0.167 -0.062 -1.279 0.8448 -0.7980 0.4946 0.15
C -0.438 1.143 -0.617 -0.1029 0.6895 0.3696 0.42
O -1.356 1.869 -0.871 0.1393 -0.1885 -0.0775 -0.58
H 0.743 0.148 -2.185 -0.1485 0.0821 0.0322 0.29
H -1.298 -1.471 -0.566 -0.0555 -0.0814 0.0249 0.29
H -1.517 -0.961 -2.244 -0.0031 0.0294 -0.0535 0.34
H -0.229 -2.107 -1.822 -0.0287 -0.0499 -0.0052 0.35
```
Positions in Å, forces in eV/Å.

Results
HOMO: -9.221 eV
Net charge: 0
LUMO: 0.61 eV
SMILES string: C[C@@H]1C(=O)[C@H](C)N1O

---

Computed values of maximum force (unit: eV Å⁻¹) for the preceding records, in sequence: 2.20; 3.59; 1.35.
Computed values of relative energy (zero: lowest compared OMol25 entry of this formula, charge and spin) (unit: kcal per mole) for the preceding records, in sequence: 35.2; 53.7; 69.9.